Entry 1:
Below is an isolated molecule of C23H31N5O2 at a distorted geometry, with properties calculated with ωB97M-V/def2-TZVPD.

```
! wB97M-V def2-TZVPD RIJCOSX def2/J DEFGRID3
* xyz 0 1
C -1.13 -0.74 2.49
H -1.47 -1.74 2.75
H -1.15 -0.14 3.40
H -1.82 -0.31 1.78
C 0.29 -0.77 1.93
H 0.92 -1.37 2.59
H 0.69 0.25 1.91
C 0.36 -1.32 0.50
N 1.70 -1.19 -0.06
C 1.69 -1.57 -1.46
C 1.20 -3.00 -1.70
C -0.19 -3.17 -1.10
C -0.18 -2.75 0.37
H 0.44 -3.44 0.95
H -1.20 -2.80 0.77
H -0.52 -4.20 -1.20
H -0.90 -2.54 -1.64
H 1.89 -3.71 -1.23
H 1.18 -3.21 -2.77
H 2.70 -1.44 -1.87
H 1.03 -0.87 -1.99
C 2.78 -1.83 0.70
H 3.41 -2.40 0.02
C 3.66 -0.81 1.43
H 3.06 -0.20 2.11
H 4.39 -1.36 2.03
C 4.40 0.11 0.47
N 3.47 1.02 -0.17
C 3.81 2.28 -0.47
O 4.91 2.75 -0.29
C 2.70 3.12 -1.12
N 1.35 2.61 -0.97
N 0.87 1.97 -2.03
C -0.35 1.52 -2.02
C -1.19 1.69 -0.91
C -0.66 2.37 0.20
N -1.60 2.48 1.17
C -2.76 1.88 0.73
C -3.99 1.74 1.37
C -4.98 1.08 0.68
C -4.79 0.55 -0.60
C -3.57 0.70 -1.23
C -2.54 1.37 -0.57
H -3.41 0.31 -2.23
C -5.93 -0.16 -1.28
H -6.78 0.52 -1.40
H -6.26 -1.00 -0.68
H -5.63 -0.52 -2.26
H -5.95 0.95 1.15
H -4.15 2.13 2.36
H -1.45 2.93 2.06
C 0.69 2.86 0.23
O 1.23 3.43 1.16
H -0.67 1.02 -2.92
H 2.91 3.19 -2.18
H 2.75 4.11 -0.66
H 2.55 0.62 -0.34
H 5.15 0.71 0.99
H 4.92 -0.49 -0.30
H 2.38 -2.54 1.44
H -0.28 -0.68 -0.12
*
```

Results
HOMO   -8.349 eV
Lowest unoccupied orbital energy   0.24 eV
HOMO-LUMO gap   8.6 eV
Relative energy (zero: lowest compared OMol25 entry of this formula, charge and spin)   1.140 eV
Molecular weight   409.53 g/mol

=====

Entry 2:
Below is an isolated molecule of C4H6NP at a distorted geometry, with properties calculated with ωB97M-V/def2-TZVPD.

```
! wB97M-V def2-TZVPD RIJCOSX def2/J DEFGRID3
* xyz 0 3
C -0.07 -1.63 0.10
C -0.96 0.71 -0.02
C 1.08 -0.62 0.04
C 0.58 0.80 -0.12
N -1.59 1.79 0.05
P -1.61 -1.04 -0.05
H 0.12 -2.75 0.15
H 1.86 -0.82 0.96
H 1.62 -0.75 -0.93
H 0.78 1.16 -1.16
H 0.80 1.43 0.65
H -2.62 1.73 0.34
*
```

Results
HOMO (alpha / beta)   -6.417 / -9.050 eV
Lowest unoccupied orbital energy (alpha / beta)   1.01 / -2.69 eV
HOMO-LUMO gap (alpha / beta)   7.4 / 6.4 eV
Relative energy (zero: lowest compared OMol25 entry of this formula, charge and spin)   0.179 eV
Molecular weight   99.07 g/mol

=====

Entry 3:
Below is a cluster of 21 separate species, C42H126O21 in total at a distorted geometry, with properties calculated with ωB97M-V/def2-TZVPD.

```
! wB97M-V def2-TZVPD RIJCOSX def2/J DEFGRID3
* xyz 0 1
C 17.20 3.78 28.70
C 16.35 3.47 27.41
O 15.03 3.13 27.74
H 16.79 4.41 29.49
H 18.13 4.28 28.42
H 17.41 2.85 29.23
H 16.82 2.77 26.71
H 16.24 4.39 26.85
H 14.57 3.94 27.97
C 9.27 1.54 16.65
C 10.10 0.46 17.31
O 10.82 1.12 18.37
H 8.75 1.11 15.80
H 9.80 2.42 16.29
H 8.47 1.98 17.26
H 10.94 0.08 16.73
H 9.46 -0.31 17.72
H 11.51 1.63 17.95
C 13.27 3.48 19.23
C 13.19 3.79 17.74
O 12.71 2.67 17.06
H 12.39 2.96 19.60
H 13.45 4.45 19.69
H 14.16 2.88 19.39
H 14.12 4.14 17.28
H 12.56 4.67 17.60
H 12.54 3.02 16.18
C 14.39 1.71 22.84
C 14.46 2.89 23.83
O 14.93 4.04 23.17
H 13.85 0.92 23.35
H 15.36 1.29 22.57
H 13.90 1.99 21.91
H 15.11 2.57 24.64
H 13.53 3.16 24.33
H 14.11 4.35 22.78
C 7.61 7.30 23.57
C 6.49 6.73 22.89
O 5.52 6.35 23.86
H 7.33 8.10 24.25
H 8.30 7.70 22.83
H 8.23 6.51 23.99
H 6.71 5.87 22.26
H 6.03 7.47 22.23
H 4.70 6.23 23.37
C 11.94 1.17 26.53
C 13.13 0.37 26.99
O 14.27 0.84 26.32
H 11.04 0.75 26.98
H 11.79 1.20 25.45
H 12.11 2.17 26.93
H 12.93 -0.67 26.71
H 13.33 0.37 28.06
H 14.66 1.61 26.75
C 2.51 0.51 23.91
C 4.01 0.66 24.06
O 4.70 -0.21 23.22
H 2.21 -0.53 24.04
H 2.19 0.83 22.92
H 1.89 1.13 24.56
H 4.36 0.47 25.08
H 4.23 1.71 23.87
H 5.64 -0.08 23.35
C 9.64 5.63 19.78
C 9.63 5.33 18.29
O 8.60 6.08 17.70
H 9.63 6.70 20.01
H 10.58 5.23 20.17
H 8.84 5.09 20.29
H 9.60 4.25 18.13
H 10.52 5.79 17.86
H 7.75 5.65 17.78
C 18.13 7.47 24.96
C 17.62 6.24 24.17
O 16.24 6.39 23.96
H 19.21 7.41 25.10
H 17.71 7.47 25.97
H 17.92 8.43 24.48
H 17.84 5.36 24.78
H 18.16 6.11 23.23
H 15.92 5.49 23.86
C 7.55 -1.57 20.30
C 6.81 -2.86 20.22
O 5.62 -2.55 19.52
H 7.88 -1.01 19.42
H 8.50 -1.72 20.82
H 7.06 -0.83 20.93
H 6.60 -3.32 21.18
H 7.34 -3.62 19.65
H 5.02 -2.06 20.08
C 12.78 5.37 26.88
C 13.55 6.09 27.95
O 13.92 5.20 28.94
H 13.42 4.58 26.48
H 12.50 5.94 25.99
H 11.93 4.92 27.38
H 12.95 6.86 28.42
H 14.49 6.53 27.59
H 14.44 5.74 29.53
C 12.00 -1.53 22.44
C 11.79 -0.34 21.51
O 11.52 -0.84 20.26
H 11.16 -2.22 22.50
H 12.14 -1.26 23.48
H 12.82 -2.12 22.02
H 12.70 0.25 21.40
H 10.96 0.27 21.87
H 11.26 -0.09 19.72
C 10.47 3.94 24.81
C 10.26 2.95 23.68
O 10.53 3.57 22.44
H 10.36 3.49 25.80
H 9.82 4.80 24.66
H 11.50 4.29 24.84
H 9.23 2.62 23.59
H 10.89 2.06 23.76
H 10.16 3.12 21.68
C 6.01 0.75 28.89
C 6.91 -0.28 28.30
O 7.60 0.34 27.24
H 6.60 1.59 29.26
H 5.37 0.38 29.69
H 5.32 1.19 28.17
H 6.27 -1.06 27.88
H 7.64 -0.72 28.97
H 8.28 0.87 27.64
C 7.13 2.59 21.12
C 8.05 2.22 19.94
O 9.36 2.08 20.38
H 6.13 2.68 20.70
H 7.40 3.59 21.48
H 7.15 1.81 21.88
H 8.03 3.08 19.27
H 7.69 1.32 19.44
H 9.92 1.68 19.71
C 12.26 -1.88 30.69
C 11.39 -0.64 30.45
O 10.81 -0.80 29.18
H 13.04 -2.00 29.94
H 11.73 -2.82 30.81
H 12.82 -1.81 31.63
H 11.95 0.29 30.47
H 10.60 -0.58 31.20
H 10.33 0.01 29.02
C 9.16 4.00 29.36
C 9.98 2.80 29.33
O 9.22 1.60 29.39
H 8.63 3.93 30.31
H 8.45 4.07 28.53
H 9.72 4.93 29.36
H 10.71 2.75 30.14
H 10.59 2.71 28.42
H 8.86 1.51 30.27
C 9.58 8.47 25.95
C 10.84 8.90 26.66
O 10.80 10.28 26.95
H 8.72 8.89 26.48
H 9.36 7.41 25.90
H 9.53 8.88 24.94
H 11.74 8.60 26.11
H 11.01 8.42 27.62
H 11.60 10.49 27.43
C 5.51 3.33 26.20
C 6.87 3.82 25.79
O 6.90 5.17 26.24
H 4.80 4.00 25.73
H 5.46 3.50 27.28
H 5.33 2.30 25.88
H 6.95 3.71 24.70
H 7.74 3.39 26.29
H 6.50 5.71 25.56
C 8.32 -1.85 24.01
C 8.57 -0.34 23.91
O 7.39 0.24 24.35
H 9.26 -2.40 23.91
H 7.65 -2.32 23.30
H 7.92 -2.07 25.00
H 8.77 -0.05 22.88
H 9.38 0.14 24.44
H 7.38 0.15 25.31
C 12.25 7.13 23.33
C 12.52 6.48 21.96
O 12.69 5.14 22.21
H 12.10 8.21 23.22
H 13.04 6.92 24.05
H 11.28 6.79 23.69
H 13.45 6.82 21.49
H 11.71 6.61 21.25
H 11.86 4.67 22.26
*
```

Results
HOMO   -9.413 eV
Lowest unoccupied orbital energy   0.26 eV
HOMO-LUMO gap   9.7 eV
Relative energy (zero: lowest compared OMol25 entry of this formula, charge and spin)   1.864 eV
Molecular weight   967.45 g/mol

=====

Entry 4:
Below is a structure of composition C39H48CaN10OSiTe at a distorted geometry, with properties calculated with ωB97M-V/def2-TZVPD.

```
! wB97M-V def2-TZVPD RIJCOSX def2/J DEFGRID3
* xyz -2 1
Ca 0.12 -0.60 0.10
N -0.81 -3.20 -2.04
C -1.66 -2.05 -2.25
C -2.72 -2.33 -3.10
C -3.58 -1.23 -3.41
C -3.41 -0.02 -2.86
C -2.32 0.24 -1.85
N -1.35 -0.89 -1.71
C 0.24 -3.58 -1.24
C 0.59 -4.95 -1.26
C 1.66 -5.37 -0.52
C 2.39 -4.45 0.25
C 1.99 -3.14 0.21
N 0.94 -2.71 -0.52
H -1.24 -4.00 -2.48
H -2.89 -3.33 -3.48
H -4.40 -1.38 -4.11
H -4.07 0.80 -3.09
H -2.77 0.42 -0.86
H 0.01 -5.65 -1.84
H 1.93 -6.42 -0.52
H 3.24 -4.75 0.85
H 2.51 -2.37 0.77
C 4.43 -0.30 -1.36
C 4.14 0.20 0.03
C 5.14 0.83 0.75
C 4.86 1.20 2.07
C 3.65 0.88 2.62
C 2.66 0.19 1.85
N 2.92 -0.05 0.53
N 1.49 -0.26 2.32
Si 1.37 -0.92 3.90
C 1.39 0.30 5.35
C 2.82 -2.09 4.21
C -0.18 -1.92 4.12
H 5.33 -0.91 -1.35
H 4.59 0.52 -2.06
H 3.60 -0.91 -1.72
H 6.11 1.02 0.30
H 5.60 1.72 2.66
H 3.42 1.14 3.64
H 2.29 0.91 5.39
H 1.33 -0.27 6.29
H 0.53 0.97 5.31
H 3.78 -1.58 4.14
H 2.81 -2.90 3.48
H 2.75 -2.54 5.21
H -1.09 -1.33 3.98
H -0.19 -2.35 5.13
H -0.23 -2.74 3.40
N -4.13 4.71 -4.84
C -3.65 4.09 -4.01
C -3.05 3.31 -2.95
C -3.45 3.52 -1.60
C -2.57 3.10 -0.62
N -1.47 2.40 -0.91
C -1.53 1.57 -2.13
C -2.04 2.44 -3.24
H -4.33 4.10 -1.35
H -2.67 3.39 0.42
H -0.50 1.29 -2.35
H -1.63 2.37 -4.24
N 1.08 -2.15 -6.92
C 1.22 -1.43 -6.03
C 1.45 -0.53 -4.92
C 1.98 0.73 -5.15
C 2.22 1.55 -4.06
C 1.94 1.05 -2.80
N 1.42 -0.15 -2.58
C 1.17 -0.93 -3.62
H 2.19 1.06 -6.16
H 2.62 2.55 -4.18
H 2.13 1.65 -1.91
H 0.72 -1.90 -3.42
C -4.59 2.22 3.28
Te -3.10 0.86 2.55
C -1.50 1.88 3.49
H -4.18 3.23 3.30
H -4.92 1.94 4.28
H -5.43 2.20 2.59
H -1.59 1.82 4.58
H -1.50 2.91 3.15
H -0.58 1.41 3.16
O -2.34 -3.87 0.97
C -1.94 -2.74 1.11
N -1.54 -1.63 1.25
C -0.40 4.82 0.83
C 0.43 3.73 0.13
C 1.66 3.44 0.98
C 0.88 4.33 -1.22
C -0.32 2.41 -0.04
H 0.24 5.67 1.09
H -0.85 4.43 1.75
H -1.21 5.19 0.19
H 2.25 4.35 1.14
H 2.31 2.70 0.49
H 1.37 3.03 1.95
H 1.27 5.35 -1.12
H 0.03 4.37 -1.92
H 1.66 3.72 -1.67
H 0.39 1.64 -0.34
*
```

Results
HOMO   -0.652 eV
Lowest unoccupied orbital energy   3.92 eV
HOMO-LUMO gap   4.6 eV
Relative energy (zero: lowest compared OMol25 entry of this formula, charge and spin)   1.432 eV
Molecular weight   868.65 g/mol

=====

Entry 5:
Below is a structure of composition C18H29F5NORbSeTe at a distorted geometry, with properties calculated with ωB97M-V/def2-TZVPD.

```
! wB97M-V def2-TZVPD RIJCOSX def2/J DEFGRID3
* xyz -2 1
Rb 0.60 0.15 -0.28
C 2.89 -1.88 -0.04
C 3.54 -0.68 -0.45
C 3.19 -0.47 -1.83
C 2.33 -1.53 -2.19
C 2.14 -2.41 -1.11
C 1.41 -3.73 -1.15
C 2.18 -4.73 -2.02
C 0.01 -3.55 -1.75
C 1.26 -4.33 0.25
C 3.61 0.58 -2.86
C 3.12 0.18 -4.26
C 5.14 0.69 -3.00
C 3.01 1.97 -2.59
C 4.54 -0.01 0.50
C 5.96 -0.53 0.24
C 4.55 1.53 0.45
C 4.21 -0.36 1.96
H 2.99 -2.36 0.92
H 1.91 -1.69 -3.18
H 2.27 -4.36 -3.05
H 1.68 -5.70 -2.05
H 3.20 -4.86 -1.63
H 0.06 -3.10 -2.75
H -0.61 -2.90 -1.12
H -0.51 -4.51 -1.84
H 2.23 -4.51 0.70
H 0.71 -5.28 0.21
H 0.70 -3.66 0.91
H 3.54 -0.77 -4.58
H 3.42 0.95 -4.98
H 2.03 0.11 -4.29
H 5.58 -0.30 -3.12
H 5.61 1.15 -2.13
H 5.40 1.31 -3.87
H 1.94 1.95 -2.79
H 3.44 2.72 -3.26
H 3.15 2.31 -1.57
H 6.32 -0.26 -0.75
H 5.97 -1.62 0.31
H 6.67 -0.13 0.98
H 4.89 1.92 -0.50
H 5.22 1.92 1.22
H 3.55 1.94 0.64
H 4.35 -1.43 2.16
H 3.17 -0.11 2.21
H 4.86 0.20 2.63
F -1.17 4.87 -0.24
Te -0.73 3.22 -0.97
F 1.02 3.82 -1.08
F -0.85 4.11 -2.61
F -2.55 2.97 -1.19
F -0.47 1.76 -2.15
O -0.46 2.28 0.51
Se -2.87 -2.97 2.61
C -4.36 -2.03 3.16
N -5.30 -1.46 3.51
*
```

Results
HOMO   -1.900 eV
Lowest unoccupied orbital energy   3.88 eV
HOMO-LUMO gap   5.8 eV
Relative energy (zero: lowest compared OMol25 entry of this formula, charge and spin)   0.411 eV
Molecular weight   662.45 g/mol